Record 1
{
  "formula": "C43H55BF3N7O6P2",
  "method": "ωB97M-V/def2-TZVPD",
  "smiles": "CCOCCO[PH](C[C@H](O)C(F)(F)F)(B(C)O)P(O)O.c1ccncc1.c1ccncc1.c1ccncc1.c1ccncc1.c1ccncc1.c1ccncc1.c1ccncc1",
  "gap_ha": 0.2809,
  "homo_ev": -7.60,
  "species": ["P", "P", "F", "F", "F", "O", "O", "O", "O", "O", "O", "N", "N", "N", "N", "N", "N", "N", "C", "C", "C", "C", "C", "C", "C", "C", "C", "C", "C", "C", "C", "C", "C", "C", "C", "C", "C", "C", "C", "C", "C", "C", "C", "C", "C", "C", "C", "C", "C", "C", "C", "C", "C", "C", "C", "C", "C", "C", "C", "C", "C", "B", "H", "H", "H", "H", "H", "H", "H", "H", "H", "H", "H", "H", "H", "H", "H", "H", "H", "H", "H", "H", "H", "H", "H", "H", "H", "H", "H", "H", "H", "H", "H", "H", "H", "H", "H", "H", "H", "H", "H", "H", "H", "H", "H", "H", "H", "H", "H", "H", "H", "H", "H", "H", "H", "H", "H"],
  "xyz": [[-3.343, -4.106, 1.103], [-1.975, -4.768, 2.786], [-1.035, -9.535, 2.796], [-1.966, -8.034, 4.026], [0.116, -8.435, 4.176], [-2.407, -3.926, -0.308], [-3.955, -3.393, 4.461], [-3.821, -2.526, 1.462], [-0.948, -5.261, 4.098], [2.280, -3.427, 4.183], [-0.254, -8.060, 1.055], [3.290, 7.631, -2.852], [-2.279, 2.997, -3.212], [5.212, 6.452, 2.387], [-1.200, -1.732, -3.419], [-5.825, 0.303, -9.382], [0.645, -5.298, -0.583], [1.327, 3.174, 5.242], [-2.462, 4.319, -3.212], [6.346, 6.667, 3.059], [2.368, 6.851, -2.286], [1.845, 2.737, 6.392], [2.879, -4.297, -1.908], [-2.202, 0.209, -4.415], [5.224, 6.723, 1.081], [-1.811, -6.399, 1.866], [1.081, 6.710, -4.281], [7.507, 7.148, 2.476], [4.032, 3.491, 5.834], [-3.542, -1.290, -3.124], [-3.435, -0.138, -3.887], [2.930, -4.563, -0.549], [-4.326, -5.897, 4.464], [-2.139, 5.144, -2.146], [6.330, 7.203, 0.400], [-2.398, -2.048, -2.918], [-0.570, -7.278, 2.222], [-5.159, 1.881, -7.184], [3.181, 2.871, 6.736], [2.163, 3.770, 4.391], [1.793, -5.061, 0.062], [7.496, 7.419, 1.117], [2.026, 7.521, -4.889], [-5.301, -0.228, -8.275], [1.343, -1.197, 4.517], [-5.701, 2.453, -8.324], [-4.954, 0.512, -7.155], [-0.021, -4.253, 4.498], [3.107, 7.950, -4.134], [2.336, -2.082, 3.722], [0.618, -5.034, -1.894], [-0.899, -8.333, 3.315], [1.702, -4.538, -2.598], [1.224, -4.166, 3.585], [-6.015, 1.623, -9.388], [-1.756, 2.459, -2.106], [-1.123, -0.619, -4.155], [-1.403, 3.194, -0.985], [-1.598, 4.564, -1.009], [3.515, 3.952, 4.634], [1.253, 6.365, -2.951], [-3.506, -4.618, 3.986], [-4.487, -1.594, -2.696], [8.383, 7.795, 0.624], [-4.304, 0.484, -4.067], [-6.444, 2.025, -10.299], [3.830, -4.391, 0.024], [6.278, 7.402, -0.661], [0.309, -1.272, 4.158], [6.309, 6.436, 4.118], [3.872, 8.583, -4.569], [1.779, -5.290, 1.120], [-3.061, -2.015, 1.777], [-1.616, 1.384, -2.132], [-0.139, -0.390, -4.549], [0.348, -4.566, 5.486], [5.083, 3.614, 6.064], [4.144, 4.443, 3.902], [-0.985, 2.704, -0.116], [-0.497, -3.273, 4.650], [-5.876, 3.519, -8.386], [-1.764, -6.229, 0.783], [1.373, -1.522, 5.564], [0.539, 5.734, -2.440], [0.922, -3.684, 2.637], [-2.427, -2.953, -2.325], [-2.717, -7.000, 2.019], [4.288, 6.542, 0.563], [-1.333, 5.174, -0.154], [-1.220, -3.573, 2.538], [-2.891, 4.729, -4.121], [-3.320, -2.704, 4.255], [1.141, 2.257, 7.063], [0.223, 6.352, -4.836], [-2.306, 6.211, -2.204], [-0.325, -5.232, -2.390], [2.225, -1.985, 2.633], [1.642, -5.146, 3.330], [-4.535, 0.028, -6.284], [0.336, -6.720, 2.458], [3.545, 2.499, 7.685], [-4.481, -6.630, 3.664], [-5.156, -1.302, -8.299], [-3.882, -6.358, 5.353], [-2.080, 1.100, -5.012], [1.929, 7.813, -5.926], [8.397, 7.304, 3.071], [3.748, -3.908, -2.424], [-4.900, 2.495, -6.329], [-5.322, -5.517, 4.746], [-1.498, -4.220, -0.163], [2.542, 6.609, -1.243], [1.714, 4.117, 3.467], [1.624, -4.343, -3.658], [3.344, -1.722, 3.975], [1.693, -0.158, 4.483], [0.161, -7.413, 0.470]]
}

Record 2
{
  "formula": "C32H45BiClN2O3",
  "method": "ωB97M-V/def2-TZVPD",
  "de_lowest_kj_mol": 0.0,
  "gap_ha": [0.1181, 0.1181],
  "homo_ev": [-0.61, -0.61],
  "charge": -1,
  "species": ["Bi", "Cl", "O", "O", "O", "N", "N", "C", "C", "C", "C", "C", "C", "C", "C", "C", "C", "C", "C", "C", "C", "C", "C", "C", "C", "C", "C", "C", "C", "C", "C", "C", "C", "C", "C", "C", "C", "C", "C", "H", "H", "H", "H", "H", "H", "H", "H", "H", "H", "H", "H", "H", "H", "H", "H", "H", "H", "H", "H", "H", "H", "H", "H", "H", "H", "H", "H", "H", "H", "H", "H", "H", "H", "H", "H", "H", "H", "H", "H", "H", "H", "H", "H", "H"],
  "xyz": [[-0.893, -0.488, -0.598], [-2.472, -1.866, 0.831], [0.308, -4.247, -2.742], [-0.477, 0.477, 2.320], [0.398, 3.535, -2.397], [0.471, 1.608, -1.269], [0.251, -2.503, -1.340], [1.677, 3.573, -1.676], [-0.207, 2.413, -2.051], [1.164, -1.881, 3.668], [-1.028, 4.516, 3.216], [-0.997, 2.265, -5.465], [-0.257, -1.695, 4.200], [1.816, 2.187, -1.042], [-1.164, 0.936, -4.793], [-1.132, 3.049, 2.806], [-0.850, 2.100, 3.953], [1.235, -3.881, 0.432], [-1.420, 0.863, -3.413], [-1.043, -0.247, -5.521], [-0.516, -2.694, 5.327], [-1.562, 2.102, -2.583], [-0.819, 2.474, 5.301], [-0.501, -0.254, 4.626], [-1.433, -0.386, -2.792], [-1.193, -1.495, -4.920], [-0.660, 1.506, 6.290], [-0.519, 0.157, 5.962], [2.117, 2.247, 0.443], [1.586, -4.314, -2.010], [2.677, -2.321, -0.906], [-0.636, 0.752, 3.651], [-1.678, -2.856, -2.843], [-0.353, -3.206, -2.277], [-1.468, -1.556, -3.542], [1.474, -3.243, -0.924], [-1.031, -2.753, -5.718], [-2.504, 2.795, 2.183], [2.864, 1.375, -1.782], [0.227, -2.593, 6.127], [-0.060, 4.732, 3.681], [-1.827, 4.783, 3.919], [-0.453, -3.714, 4.933], [-0.642, -2.516, -6.713], [-1.951, 2.805, -5.535], [-2.228, 1.945, -1.720], [2.620, 1.334, -2.852], [1.372, -1.246, 2.798], [-2.621, 1.752, 1.869], [2.792, -1.839, -1.885], [-1.931, 2.965, -3.144], [-0.830, -0.192, -6.590], [-1.987, -3.277, -5.848], [-0.620, 2.122, -6.483], [1.605, 4.378, -0.933], [-2.013, -3.664, -3.499], [2.112, -4.485, 0.702], [2.382, -4.114, -2.737], [3.075, 2.762, 0.591], [2.933, 0.355, -1.388], [-0.933, 3.527, 5.564], [2.450, 3.817, -2.414], [3.839, 1.866, -1.664], [-2.378, -2.765, -1.999], [3.580, -2.914, -0.704], [2.591, -1.558, -0.121], [0.353, -4.535, 0.389], [-2.649, 3.443, 1.312], [-3.293, 3.023, 2.912], [1.335, -2.928, 3.388], [-1.516, -2.559, 5.752], [1.330, 2.807, 0.964], [-1.127, 5.154, 2.331], [-0.651, 1.805, 7.338], [2.189, 1.244, 0.882], [-0.971, -1.944, 3.395], [1.077, -3.123, 1.209], [-0.293, 2.910, -4.925], [-0.372, 2.868, 2.031], [-0.413, -0.590, 6.751], [1.890, -1.615, 4.449], [1.678, -5.338, -1.630], [-0.561, -0.481, 2.131], [-0.335, -3.451, -5.234]]
}

Record 3
{
  "formula": "C5H8N2",
  "method": "ωB97M-V/def2-TZVPD",
  "de_lowest_kj_mol": 160.6,
  "smiles": "N#C[C@H](N)C1CC1",
  "gap_ha": 0.4095,
  "homo_ev": -10.29,
  "species": ["N", "N", "C", "C", "C", "C", "C", "H", "H", "H", "H", "H", "H", "H", "H"],
  "xyz": [[2.314, -1.406, -0.349], [-0.769, -1.671, 1.258], [-0.696, 0.913, -1.361], [0.464, 1.481, -0.610], [-0.534, 0.566, 0.090], [0.103, -0.591, 0.832], [1.335, -1.039, 0.144], [0.548, 2.520, -0.326], [-0.530, 0.214, -2.172], [-1.506, 1.618, -1.521], [-1.364, 0.952, 0.683], [1.423, 1.062, -0.922], [-0.936, -2.327, 0.502], [-0.304, -2.186, 2.001], [0.454, -0.107, 1.753]]
}

Record 4
{
  "formula": "C5H15BrCoN3O2",
  "method": "ωB97M-V/def2-TZVPD",
  "s_squared": 3.7716,
  "de_lowest_kj_mol": 339.7,
  "spin_multiplicity": 4,
  "gap_ha": [0.2745, 0.1593],
  "homo_ev": [-11.95, -11.95],
  "charge": 1,
  "species": ["Br", "Co", "O", "O", "N", "N", "N", "C", "C", "C", "C", "C", "H", "H", "H", "H", "H", "H", "H", "H", "H", "H", "H", "H", "H", "H", "H"],
  "xyz": [[2.287, -8.219, 25.330], [3.582, -6.068, 25.800], [0.852, -11.547, 30.795], [1.578, -10.949, 21.850], [0.638, -12.980, 22.277], [1.457, -11.649, 24.013], [0.446, -10.286, 27.424], [1.224, -11.796, 22.650], [0.114, -9.082, 29.419], [0.280, -11.614, 29.523], [0.782, -10.323, 28.816], [1.584, -12.700, 31.187], [0.510, -8.970, 30.438], [1.062, -12.313, 24.651], [1.690, -10.706, 24.273], [1.013, -13.625, 31.114], [2.510, -12.773, 30.603], [0.283, -8.161, 28.871], [0.618, -12.475, 28.945], [0.425, -13.080, 21.302], [-0.556, -10.108, 27.295], [-0.799, -11.580, 29.683], [0.460, -13.732, 22.914], [-0.930, -9.251, 29.702], [0.975, -9.729, 26.734], [1.866, -10.275, 28.907], [1.904, -12.543, 32.215]]
}

Record 5
{
  "formula": "C4H5BrSi",
  "method": "ωB97M-V/def2-TZVPD",
  "de_lowest_kj_mol": 392.4,
  "gap_ha": [0.2764, 0.1307],
  "homo_ev": [-8.65, -7.34],
  "species": ["Br", "Si", "C", "C", "C", "C", "H", "H", "H", "H", "H"],
  "xyz": [[-0.700, -3.994, -2.683], [-0.562, 0.494, 1.702], [0.099, -0.359, -0.673], [0.333, 1.659, 0.596], [0.637, 0.995, -0.567], [-0.512, -0.804, 0.433], [-0.659, 0.607, 3.253], [0.336, -0.826, -1.592], [-0.794, -1.854, 0.365], [1.176, 1.340, -1.509], [0.644, 2.741, 0.676]]
}

Record 6
{
  "formula": "C2H4FNO2",
  "method": "ωB97M-V/def2-TZVPD",
  "de_lowest_kj_mol": 338.3,
  "smiles": "CC(=O)N(O)F",
  "gap_ha": 0.3951,
  "homo_ev": -10.03,
  "species": ["F", "O", "O", "N", "C", "C", "H", "H", "H", "H"],
  "xyz": [[-0.359, -1.457, -1.433], [-0.232, 0.328, -2.804], [-0.188, 1.938, -0.624], [0.192, -0.141, -1.606], [-0.181, 0.767, -0.427], [-0.335, 0.045, 0.863], [-1.352, 0.215, 1.220], [0.351, 0.485, 1.588], [0.424, 0.054, -3.469], [-0.156, -1.023, 0.779]]
}

Record 7
{
  "formula": "C18H43CeF6NO6S2Si2",
  "method": "ωB97M-V/def2-TZVPD",
  "s_squared": 0.7519,
  "de_lowest_kj_mol": 0.0,
  "spin_multiplicity": 2,
  "gap_ha": [0.3054, 0.3044],
  "homo_ev": [-11.65, -11.61],
  "charge": 1,
  "species": ["Ce", "S", "S", "Si", "Si", "F", "F", "F", "F", "F", "F", "O", "O", "O", "O", "O", "O", "N", "C", "C", "C", "C", "C", "C", "C", "C", "C", "C", "C", "C", "C", "C", "C", "C", "C", "C", "H", "H", "H", "H", "H", "H", "H", "H", "H", "H", "H", "H", "H", "H", "H", "H", "H", "H", "H", "H", "H", "H", "H", "H", "H", "H", "H", "H", "H", "H", "H", "H", "H", "H", "H", "H", "H", "H", "H", "H", "H", "H", "H"],
  "xyz": [[-0.245, 1.965, 0.429], [-0.553, 4.176, 2.557], [0.548, 5.176, 0.327], [-3.497, 2.483, -1.127], [-1.796, -4.461, 0.545], [-1.391, 3.531, 4.955], [1.447, 6.411, -1.751], [1.006, 7.769, -0.077], [-0.624, 6.986, -1.313], [-1.255, 5.722, 4.817], [-2.882, 4.671, 3.803], [0.738, 3.477, 2.746], [-0.035, 4.109, -0.551], [1.932, 4.995, 0.687], [1.479, 1.170, -1.071], [2.670, -3.562, 0.691], [-1.540, 3.150, 2.024], [-0.491, 5.416, 1.535], [-1.577, 4.602, 4.147], [-0.850, -2.947, 1.161], [1.595, 1.432, -3.552], [2.931, -3.965, 2.045], [4.808, -4.470, -0.234], [1.263, 0.539, -2.378], [2.809, 1.751, -0.871], [-1.766, 1.770, -1.258], [-1.242, -5.998, 1.491], [0.568, 6.692, -0.760], [-4.767, 1.169, -0.695], [3.294, -4.359, -0.327], [-1.422, -4.708, -1.284], [-3.649, 3.869, 0.127], [3.972, -3.101, 2.738], [3.897, 0.694, -0.869], [-3.878, 3.229, -2.815], [-3.660, -4.270, 0.761], [-3.552, 2.551, -3.615], [-4.683, 4.243, 0.083], [-1.816, -5.667, -1.649], [-4.012, -3.287, 0.418], [5.130, -5.036, 0.648], [-4.209, -5.031, 0.188], [3.920, 0.121, -1.798], [1.961, -3.867, 2.553], [0.127, -2.795, 0.661], [5.299, -3.489, -0.225], [2.770, 2.284, 0.086], [2.664, 1.640, -3.640], [-4.696, 0.305, -1.370], [3.777, 0.009, -0.024], [-3.954, -4.380, 1.814], [-3.353, 4.188, -2.938], [-3.443, 3.548, 1.155], [-1.312, 2.177, -2.190], [1.314, 0.923, -4.477], [-0.339, -4.696, -1.471], [0.207, 0.258, -2.382], [-1.329, -5.854, 2.577], [-0.193, -6.247, 1.272], [2.968, 2.495, -1.661], [4.075, -3.457, 3.767], [-1.878, -3.908, -1.885], [5.157, -5.013, -1.116], [4.876, 1.169, -0.765], [4.951, -3.182, 2.250], [-4.624, 0.813, 0.336], [1.051, 2.379, -3.512], [-1.699, 0.658, -1.346], [1.871, -0.372, -2.399], [-5.786, 1.575, -0.774], [2.998, -3.868, -1.262], [-1.849, -6.876, 1.226], [-0.623, -3.068, 2.232], [2.866, -5.375, -0.316], [-2.981, 4.712, -0.095], [-1.467, -2.039, 1.068], [3.257, -5.019, 2.089], [-4.954, 3.412, -2.935], [3.678, -2.045, 2.766]]
}

Record 8
{
  "formula": "CH6N3OS",
  "method": "ωB97M-V/def2-TZVPD",
  "de_lowest_kj_mol": 318.7,
  "gap_ha": 0.3751,
  "homo_ev": -13.81,
  "charge": 1,
  "species": ["S", "O", "N", "N", "N", "C", "H", "H", "H", "H", "H", "H"],
  "xyz": [[1.457, 1.425, -0.482], [-1.860, -1.053, -0.301], [0.388, 0.169, -0.793], [-3.243, 0.515, 0.777], [0.790, -1.171, -0.476], [-2.613, -0.355, 0.278], [0.674, -1.829, -1.343], [0.632, 2.316, 0.197], [0.012, -1.516, 0.159], [1.721, -1.341, -0.038], [1.242, 2.141, -1.544], [-4.226, 0.708, 1.117]]
}

Record 9
{
  "formula": "C14H32BF5INO8P2",
  "method": "ωB97M-V/def2-TZVPD",
  "smiles": "CCCNB([C@H](I)CC)C(F)(F)C(F)(F)F.COP(=O)(OC)OC.COP(=O)(OC)OC",
  "gap_ha": 0.2869,
  "homo_ev": -8.85,
  "species": ["I", "P", "P", "F", "F", "F", "F", "F", "O", "O", "O", "O", "O", "O", "O", "O", "N", "C", "C", "C", "C", "C", "C", "C", "C", "C", "C", "C", "C", "C", "C", "B", "H", "H", "H", "H", "H", "H", "H", "H", "H", "H", "H", "H", "H", "H", "H", "H", "H", "H", "H", "H", "H", "H", "H", "H", "H", "H", "H", "H", "H", "H", "H", "H"],
  "xyz": [[4.627, 4.095, -2.901], [-1.927, 0.886, 0.889], [-7.259, -3.640, -0.432], [4.372, -1.784, -2.374], [7.220, -0.274, -1.411], [5.378, -0.614, -0.325], [6.414, -1.899, -2.981], [5.212, -0.331, -3.814], [-1.329, 0.700, 2.382], [-8.809, -3.112, -0.400], [-2.646, 2.302, 1.322], [-0.679, 0.038, 0.255], [-6.989, -3.791, -1.893], [-6.706, -2.263, 0.198], [-6.038, -4.514, 0.245], [-3.101, 0.001, 0.616], [6.578, 2.379, -1.120], [5.544, 2.495, 1.153], [-5.525, -5.644, -0.461], [3.032, 2.177, -1.245], [2.557, 0.837, -0.670], [5.862, -0.130, -1.499], [-2.164, 0.868, 3.524], [-5.324, -1.909, 0.075], [-3.903, 2.650, 0.737], [-0.417, -1.262, 0.776], [-9.087, -1.877, -1.048], [5.892, 2.629, 2.658], [6.798, 2.234, 0.334], [5.423, -1.027, -2.699], [4.201, 2.057, -2.248], [5.551, 1.476, -1.635], [-4.105, 3.688, 0.996], [3.842, 1.538, -3.133], [-3.184, 0.535, 3.327], [3.273, 0.437, 0.044], [1.641, 1.006, -0.107], [-4.879, -6.190, 0.225], [0.234, -1.762, 0.061], [7.449, 2.245, -1.623], [-4.763, -2.330, 0.907], [-2.169, 1.912, 3.832], [5.810, 1.663, 3.150], [-8.767, -1.040, -0.429], [-8.610, -1.823, -2.026], [5.197, 3.314, 3.136], [2.192, 2.589, -1.809], [-4.902, -2.255, -0.869], [7.527, 2.996, 0.611], [-4.688, 2.029, 1.165], [3.248, 2.923, -0.485], [-1.334, -1.840, 0.887], [-10.167, -1.825, -1.177], [2.346, 0.164, -1.500], [7.181, 1.247, 0.621], [-5.239, -0.829, 0.118], [-4.925, -5.305, -1.303], [-3.883, 2.538, -0.344], [6.901, 3.032, 2.730], [-6.326, -6.293, -0.808], [4.819, 1.681, 1.093], [-1.749, 0.269, 4.332], [0.099, -1.192, 1.732], [5.104, 3.433, 0.814]]
}